{
  "formula": "C21H60O9",
  "method": "the ωB97M-V functional and the def2-TZVPD basis",
  "total_energy_ev": -41174.8421,
  "total_charge": 0,
  "e_homo_ev": -9.56,
  "smiles": "CC(C)O.CC(C)O.CC(C)O.CC(C)O.CC(C)O.CC(C)O.CO.CO.CO",
  "orbital_gap_ev": 9.86,
  "species": ["C", "O", "H", "H", "H", "H", "C", "O", "H", "H", "H", "H", "C", "O", "H", "H", "H", "H", "C", "C", "C", "O", "H", "H", "H", "H", "H", "H", "H", "H", "C", "C", "C", "O", "H", "H", "H", "H", "H", "H", "H", "H", "C", "C", "C", "O", "H", "H", "H", "H", "H", "H", "H", "H", "C", "C", "C", "O", "H", "H", "H", "H", "H", "H", "H", "H", "C", "C", "C", "O", "H", "H", "H", "H", "H", "H", "H", "H", "C", "C", "C", "O", "H", "H", "H", "H", "H", "H", "H", "H"],
  "xyz": [[1.19732, -2.20540, 2.13320], [1.72758, -0.91261, 1.59327], [0.32959, -2.60784, 1.52824], [2.06514, -2.91937, 2.11340], [0.90121, -2.03468, 3.16012], [0.99052, -0.32424, 1.36788], [0.78716, 0.85264, 4.38882], [2.09590, 0.24772, 4.20723], [0.75678, 1.82240, 3.94309], [0.00691, 0.32459, 3.85138], [0.55705, 0.89330, 5.45458], [2.15649, -0.34632, 3.40220], [0.32958, -2.14567, -1.68793], [-0.11977, -0.76882, -1.66685], [-0.05766, -2.51158, -2.64868], [1.42029, -2.23151, -1.56059], [-0.16209, -2.74030, -0.94536], [0.29329, -0.30428, -0.86732], [-2.95682, 0.89251, 3.89773], [-2.64646, -0.54981, 3.58945], [-3.83272, -1.40793, 4.07672], [-2.43905, -0.81939, 2.22783], [-2.74597, 1.08917, 4.96832], [-3.91709, 1.15641, 3.58686], [-2.21501, 1.50585, 3.29372], [-1.70458, -0.90654, 4.04475], [-3.65914, -2.44352, 3.93976], [-4.64932, -1.16110, 3.44000], [-4.04078, -1.29690, 5.10513], [-2.82385, -1.70865, 2.04334], [-4.06032, -5.38626, 1.83191], [-2.81651, -4.50118, 1.72084], [-1.76184, -5.09605, 0.88812], [-3.23877, -3.18510, 1.25699], [-4.71773, -5.49985, 0.99238], [-4.73185, -5.07974, 2.64040], [-3.71062, -6.34780, 2.16377], [-2.36260, -4.35136, 2.65979], [-2.11736, -5.30282, -0.11650], [-1.43391, -6.02495, 1.32760], [-0.91113, -4.31959, 0.87713], [-3.20987, -3.12822, 0.30810], [4.28180, 1.93982, -4.35836], [2.76075, 2.11478, -4.05650], [2.22209, 3.51161, -4.30964], [2.07979, 1.15100, -4.87985], [4.44088, 0.86723, -4.25002], [4.96753, 2.44027, -3.73781], [4.38169, 2.17890, -5.40380], [2.61927, 1.85236, -2.99089], [1.08989, 3.55278, -4.19517], [2.54924, 3.76742, -5.31980], [2.53974, 4.25311, -3.54190], [1.14463, 1.39502, -4.90835], [-2.76816, -0.50160, -5.26012], [-1.34173, -0.84163, -4.98114], [-0.65655, -1.39482, -6.27101], [-0.74711, 0.34997, -4.47208], [-3.12564, 0.25605, -4.60395], [-3.43333, -1.37154, -5.39510], [-2.71249, -0.02430, -6.28147], [-1.42012, -1.56047, -4.16235], [-0.14781, -0.53351, -6.70128], [-1.40186, -1.62584, -6.98458], [-0.02271, -2.28513, -6.12714], [-0.45914, 0.18830, -3.54398], [4.59891, 3.20579, 0.75878], [4.44794, 2.55888, 2.05711], [5.22416, 3.41526, 3.10302], [3.06933, 2.44354, 2.41496], [5.64570, 3.39375, 0.52512], [3.98041, 4.19711, 0.80435], [4.17593, 2.62843, -0.05386], [4.84804, 1.56189, 1.82831], [4.48209, 4.16527, 3.41547], [6.03127, 4.01117, 2.65717], [5.53606, 2.85472, 4.03115], [3.01098, 1.67038, 3.05420], [-2.37805, 2.49544, 0.76765], [-1.19261, 1.77049, 0.13033], [-0.14650, 2.73445, -0.29017], [-0.57096, 0.79082, 0.98473], [-3.07923, 1.74089, 1.04690], [-2.90904, 3.11425, 0.02346], [-1.98795, 3.05431, 1.66226], [-1.44756, 1.26598, -0.75977], [0.45778, 3.17080, 0.50565], [-0.59593, 3.55804, -0.83252], [0.61301, 2.23554, -0.85783], [-1.22645, 0.06778, 1.22900]],
  "atomic_forces_ev_per_a": [[0.732, 0.748, -1.379], [-0.452, -1.892, 0.519], [1.010, 0.542, 0.608], [-0.957, 0.675, -0.076], [-0.266, -0.179, 0.269], [-0.196, 0.151, 0.119], [0.711, -0.985, -0.504], [-0.179, -0.396, -0.530], [0.258, 0.971, -0.062], [-0.084, -0.495, 0.087], [0.119, -0.030, -0.122], [-0.622, 1.230, 0.895], [-0.242, 1.017, -0.843], [1.136, 0.341, 1.660], [0.700, -0.109, 0.140], [-0.401, 0.000, -0.347], [-0.310, -0.253, 0.814], [-0.924, -0.916, -1.475], [3.687, 0.454, -0.333], [-0.290, -1.382, 1.382], [1.287, 0.400, -0.800], [-0.564, -0.092, -1.108], [-0.453, -0.028, -0.576], [-1.662, 0.456, -0.267], [-0.886, -0.442, 0.859], [-0.418, 0.488, 0.608], [0.412, -1.240, -0.270], [-1.023, 0.340, -0.209], [-0.405, 0.542, 1.143], [0.405, 0.498, -0.338], [0.209, 0.108, 1.670], [-2.459, 0.391, -1.089], [1.700, 1.359, -0.831], [0.364, -0.391, 0.884], [0.245, 0.109, -0.945], [0.219, 0.395, -0.003], [0.032, -0.770, -0.102], [0.060, 0.404, 1.490], [0.110, 0.025, -0.312], [0.324, -0.233, 0.109], [-0.948, -1.477, -0.294], [0.045, -0.141, -0.653], [-2.449, -1.255, -0.687], [0.552, -0.320, 0.787], [-0.939, 0.255, 0.691], [0.445, 0.619, 0.240], [0.258, -0.048, -0.071], [0.585, 0.970, 0.789], [0.504, 0.220, -0.421], [-0.159, 0.009, -0.228], [1.227, -0.290, -0.525], [-0.336, 0.514, 0.095], [0.333, -0.484, -0.676], [-0.029, -0.314, 0.037], [-0.332, 0.334, -3.054], [-0.244, -0.781, 0.552], [0.341, 0.621, 1.513], [0.861, -0.065, 0.645], [-0.521, 0.212, 0.774], [0.251, 0.325, 0.386], [-0.556, -0.125, 0.813], [0.733, -0.337, -0.037], [0.577, -0.216, 0.031], [-0.942, -0.568, -0.676], [0.026, 0.672, 0.018], [-0.173, -0.018, -0.788], [-1.727, 2.879, -1.447], [0.696, -0.552, 1.009], [-0.716, -0.475, 0.718], [0.400, -1.298, 0.808], [-0.069, 0.183, 0.033], [1.315, -1.366, -0.335], [-0.190, -0.218, -0.154], [0.207, -0.199, 1.056], [0.158, -0.183, 0.104], [0.119, -0.602, 0.193], [-0.139, 0.559, -1.070], [-0.195, 1.223, -0.839], [0.825, -0.090, 0.070], [0.336, 0.476, 0.876], [1.068, 0.779, 0.389], [-0.696, -0.893, 0.408], [-0.655, -0.416, 0.657], [0.540, 0.106, 0.417], [-0.712, -0.282, -0.908], [-1.015, -0.719, -1.097], [-0.435, 0.022, 0.563], [0.045, 0.036, -0.385], [0.314, -0.264, -0.893], [0.495, 1.167, -0.167]]
}